The following is a quantum chemistry calculation of a molecular structure, C48H50F6N3O5RuSTe, from the Open Molecules 2025 dataset.

Values from the calculation:
largest force on an atom	0.60	eV Å⁻¹
2S+1	6
energy above the lowest of the compared OMol25 structures with the same formula, charge and spin	1.841	eV
frontier orbital gap (spin up / spin down)	7.5 / 5.4	eV
⟨S²⟩	8.763
net charge	0

Last column: Mulliken spin population.
Atoms and positions in Å:
Ru: 0.7009 -1.9713 0.4450  3.728
C: -2.7608 -4.4824 1.4462  0.003
C: -1.7842 -3.8763 0.4654  -0.005
O: -0.6058 -3.6699 0.8927  0.060
C: -2.1908 -3.6529 -0.8400  0.013
C: -1.3376 -3.1918 -1.8681  0.001
C: -1.8158 -3.3824 -3.2838  0.013
N: -0.1821 -2.6083 -1.6188  0.088
N: 0.4858 -2.3073 -2.7957  -0.005
C: 1.4385 -1.4741 -2.7216  0.031
O: 1.7133 -0.8369 -1.5453  -0.014
C: 2.1222 -1.0435 -3.9677  -0.008
C: 1.9442 -1.8097 -5.1195  0.002
C: 2.4756 -1.3977 -6.3284  -0.001
C: 3.1905 -0.2091 -6.4097  0.002
C: 3.3755 0.5541 -5.2674  0.014
C: 2.8528 0.1373 -4.0514  0.043
H: -2.5760 -4.0748 2.4383  -0.001
H: -2.6136 -5.5629 1.4996  -0.001
H: -3.7927 -4.2931 1.1525  0.000
H: -3.1883 -3.9609 -1.1193  0.001
H: -2.8006 -3.8450 -3.2852  -0.001
H: -1.1188 -4.0173 -3.8296  -0.001
H: -1.8503 -2.4319 -3.8142  0.000
H: 1.3766 -2.7269 -5.0496  -0.001
H: 2.3313 -2.0063 -7.2117  0.000
H: 3.6084 0.1123 -7.3545  0.000
H: 3.9422 1.4752 -5.3156  0.000
H: 3.0377 0.7160 -3.1568  -0.048
C: 4.9944 -1.6049 -0.1400  0.007
C: 3.5217 -1.6096 -0.4567  0.008
O: 2.7827 -2.4843 0.1081  0.082
N: 3.1700 -0.6865 -1.3148  0.004
Te: 1.0879 1.8249 -1.0751  0.940
C: 0.6085 3.8891 -1.0570  0.055
C: 1.5481 4.7825 -1.5765  -0.077
C: 2.8961 4.3816 -2.1198  0.032
C: 1.2246 6.1385 -1.6189  -0.011
C: 0.0191 6.6195 -1.1419  0.020
C: -0.3077 8.0858 -1.1806  -0.001
C: -0.8826 5.7100 -0.5955  -0.006
C: -0.6098 4.3532 -0.5389  -0.090
C: -1.6252 3.4320 0.0721  0.058
C: -0.6353 1.2005 -2.1358  0.067
C: -1.5999 0.3743 -1.5553  -0.140
C: -1.6809 0.0521 -0.0888  0.092
C: -2.6052 -0.1325 -2.3784  0.008
C: -2.6729 0.1636 -3.7280  0.004
C: -3.7477 -0.4197 -4.6018  0.000
C: -1.7077 1.0073 -4.2676  0.013
C: -0.6827 1.5345 -3.4982  -0.078
C: 0.3072 2.4607 -4.1505  0.120
H: 5.3313 -2.6367 -0.0540  0.000
H: 5.1576 -1.1119 0.8151  -0.001
H: 5.5621 -1.0873 -0.9096  0.000
H: 3.2022 3.3717 -1.8490  -0.018
H: 3.6632 5.0602 -1.7473  0.000
H: 2.9020 4.4456 -3.2102  0.004
H: 1.9499 6.8330 -2.0284  0.001
H: 0.4630 8.6491 -1.7037  0.000
H: -0.3949 8.4903 -0.1711  0.002
H: -1.2591 8.2601 -1.6847  0.001
H: -1.8224 6.0719 -0.1934  0.000
H: -2.3340 3.9945 0.6780  0.002
H: -1.1577 2.6821 0.7142  -0.001
H: -2.1835 2.8992 -0.6998  -0.002
H: -0.7471 0.2198 0.4527  0.034
H: -1.9947 -0.9854 0.0516  -0.055
H: -2.4371 0.6846 0.3856  0.022
H: -3.3475 -0.7877 -1.9364  0.001
H: -4.4720 -0.9818 -4.0147  0.000
H: -3.3175 -1.0960 -5.3429  0.000
H: -4.2794 0.3625 -5.1449  0.000
H: -1.7445 1.2527 -5.3228  0.002
H: 0.2302 2.3908 -5.2338  0.003
H: 1.3396 2.2186 -3.8877  -0.039
H: 0.1228 3.4957 -3.8546  -0.002
O: -0.6259 -1.6895 2.6833  -0.003
S: -0.3658 -1.5383 4.1538  -0.008
C: -1.9358 -1.0512 4.8496  0.002
C: -1.9534 -0.2630 5.9887  0.000
C: -3.1757 0.1199 6.5250  0.000
C: -4.3545 -0.2686 5.9063  0.000
C: -4.3204 -1.0340 4.7467  0.000
C: -3.1064 -1.4286 4.2088  0.000
C: -0.2569 -3.1928 4.8292  -0.001
C: -0.0388 -4.2391 3.9524  0.008
C: 0.1250 -5.5178 4.4748  -0.002
C: 0.0788 -5.7288 5.8424  0.000
C: -0.1241 -4.6592 6.7091  0.000
C: -0.2860 -3.3811 6.2054  0.000
H: -1.0249 0.0568 6.4447  0.000
H: -3.2053 0.7312 7.4166  0.000
H: -5.3054 0.0363 6.3217  0.000
H: -5.2427 -1.3224 4.2607  0.000
H: -3.0514 -2.0091 3.2977  -0.001
H: -0.0039 -4.0488 2.8852  0.008
H: 0.2935 -6.3480 3.8018  0.000
H: 0.2074 -6.7264 6.2407  0.000
H: -0.1534 -4.8231 7.7779  0.000
H: -0.4430 -2.5472 6.8775  0.000
C: 0.9133 1.5787 3.1460  -0.020
C: 1.9138 0.8649 2.2212  -0.056
O: 1.2950 0.3211 1.1411  0.029
C: 2.7232 -0.2174 3.0261  0.037
F: 2.7124 0.0227 4.3499  0.001
F: 4.0128 -0.2850 2.6772  0.001
F: 2.2160 -1.4445 2.8451  0.008
C: 2.9459 1.9357 1.7805  0.013
F: 3.6763 2.3801 2.8139  -0.001
F: 2.3193 3.0213 1.2650  -0.004
F: 3.7813 1.5116 0.8317  -0.003
H: 0.1766 0.8648 3.4966  0.009
H: 0.3915 2.3251 2.5496  0.001
H: 1.3787 2.0636 4.0020  0.000